(1)
{
  "formula": "C26H55BF2NO18P3",
  "method": "wB97M-V/def2-TZVPD",
  "symbols": ["C", "C", "C", "O", "O", "C", "C", "B", "C", "C", "C", "C", "C", "C", "C", "C", "O", "C", "C", "O", "N", "C", "O", "F", "C", "O", "F", "H", "H", "H", "H", "H", "H", "H", "H", "H", "H", "H", "H", "H", "H", "H", "H", "H", "H", "H", "H", "H", "H", "H", "H", "H", "H", "H", "H", "C", "O", "P", "O", "O", "C", "O", "C", "H", "H", "H", "H", "H", "H", "H", "H", "H", "C", "O", "P", "O", "O", "C", "O", "C", "H", "H", "H", "H", "H", "H", "H", "H", "H", "C", "O", "P", "O", "O", "C", "O", "C", "H", "H", "H", "H", "H", "H", "H", "H", "H"],
  "xyz": [[7.3912, -2.2144, 0.0683], [6.1052, -2.3422, -0.7357], [4.9341, -1.6534, -0.1052], [4.8438, -1.4170, 1.0695], [3.8985, -1.3578, -0.9514], [3.9454, -0.0400, -1.5250], [2.4971, 0.3477, -1.8102], [1.7567, 0.9063, -0.5488], [0.2886, 0.5392, -0.2157], [-0.7239, 1.2505, -1.1551], [-1.8762, 0.3413, -1.6193], [-3.2315, 1.0555, -1.6784], [-4.3964, 0.0743, -1.6193], [-5.7484, 0.7297, -1.3351], [-6.7677, -0.3002, -0.8181], [-8.2104, 0.0377, -1.1894], [-9.0080, 0.0541, 0.0188], [-10.3043, 0.3779, -0.1576], [-11.2090, -0.2765, 0.8426], [-10.6980, 1.1048, -1.0386], [2.6128, 1.8173, 0.3506], [3.1968, 1.2244, 1.4924], [4.2488, 1.4826, 1.9484], [2.4358, 0.2601, 1.9935], [2.0205, 3.0497, 0.5467], [1.0429, 3.4558, 0.0005], [2.7234, 3.8086, 1.3977], [7.1976, -2.1820, 1.1359], [7.9465, -1.3162, -0.1925], [8.0415, -3.0654, -0.1217], [6.2478, -1.9931, -1.7571], [5.8286, -3.3956, -0.8188], [4.5267, -0.0601, -2.4492], [4.4332, 0.6543, -0.8412], [2.4974, 1.0775, -2.6242], [2.0064, -0.5513, -2.1807], [0.1396, -0.5375, -0.3099], [0.0507, 0.7856, 0.8195], [-1.1508, 2.0923, -0.6151], [-0.2184, 1.6936, -2.0136], [-1.6439, 0.0033, -2.6306], [-1.9306, -0.5391, -0.9810], [-3.3102, 1.7850, -0.8720], [-3.2726, 1.5933, -2.6268], [-4.1978, -0.6619, -0.8374], [-4.4871, -0.4631, -2.5640], [-5.6360, 1.5136, -0.5861], [-6.1414, 1.1573, -2.2562], [-6.5093, -1.2544, -1.2801], [-6.6967, -0.4276, 0.2587], [-8.6363, -0.6762, -1.8893], [-8.2410, 1.0333, -1.6230], [-12.1145, 0.3144, 0.9239], [-10.7391, -0.3650, 1.8171], [-11.4585, -1.2669, 0.4682], [6.3713, 6.1344, 2.5556], [7.0592, 6.0916, 3.8123], [7.5260, 4.6863, 4.4052], [8.1384, 3.8036, 3.4114], [6.2946, 4.0884, 5.1916], [5.2319, 3.4781, 4.4489], [8.4132, 5.1245, 5.6248], [9.6250, 5.8428, 5.3565], [6.8860, 6.8391, 1.9060], [6.3553, 5.1581, 2.0717], [5.3519, 6.4785, 2.7251], [5.6057, 2.9812, 3.5545], [4.4931, 4.2332, 4.1761], [4.7625, 2.7387, 5.0917], [9.4740, 6.8944, 5.5935], [9.9293, 5.7406, 4.3152], [10.4021, 5.4323, 5.9957], [-9.6803, -0.3492, -6.9315], [-9.2608, -1.6774, -6.5911], [-7.7198, -1.9789, -6.3211], [-7.0582, -0.9760, -5.4832], [-7.0528, -2.2375, -7.7299], [-6.7280, -1.1226, -8.5650], [-7.7615, -3.4494, -5.7763], [-8.4271, -3.6918, -4.5288], [-10.4776, -0.0561, -6.2526], [-8.8639, 0.3666, -6.8410], [-10.0587, -0.3525, -7.9527], [-6.4268, -0.2601, -7.9698], [-7.5829, -0.8668, -9.1915], [-5.8993, -1.4230, -9.1996], [-9.3915, -4.1559, -4.7257], [-8.5716, -2.7693, -3.9667], [-7.8067, -4.3693, -3.9484], [6.5738, -2.6418, 4.0675], [5.7784, -3.4620, 4.9383], [4.4690, -4.1701, 4.3713], [4.6547, -4.7910, 3.0585], [3.2988, -3.1143, 4.4696], [3.2485, -2.0741, 3.4855], [4.0604, -5.1118, 5.5610], [4.9473, -6.1831, 5.9090], [7.6038, -2.9883, 4.1173], [6.2323, -2.6980, 3.0341], [6.5232, -1.6109, 4.4141], [3.6152, -2.4288, 2.5220], [3.8434, -1.2229, 3.8165], [2.2136, -1.7653, 3.3808], [5.4827, -5.9193, 6.8193], [5.6595, -6.3892, 5.1106], [4.3437, -7.0698, 6.0842]],
  "forces_ev_per_angstrom": [[0.223, -0.094, 0.041], [0.266, -0.109, -0.017], [0.076, 0.051, 0.475], [0.093, 0.166, -0.504], [0.060, 0.036, 0.048], [-0.139, -0.042, -0.368], [0.439, -0.124, 0.244], [-0.136, -0.306, -0.285], [-0.098, 0.348, 0.319], [-0.252, -0.056, 0.096], [0.214, 0.435, -0.297], [0.173, -0.433, -0.288], [-0.200, 0.308, 0.175], [-0.116, -0.452, 0.204], [-0.018, -0.155, -0.605], [0.428, 0.768, 0.511], [-0.218, -0.701, -0.227], [-0.145, 0.544, -0.236], [0.029, 0.333, 0.145], [0.214, -0.424, 0.103], [-1.221, -0.228, 0.421], [1.050, 0.342, -0.455], [0.106, 0.190, 0.370], [-0.425, -0.253, -0.078], [0.172, 0.255, -0.283], [0.442, -0.096, 0.041], [-0.166, -0.040, 0.106], [-0.104, -0.031, 0.027], [-0.046, 0.119, -0.019], [0.054, -0.023, -0.046], [-0.147, 0.059, -0.080], [-0.169, -0.043, -0.006], [0.080, -0.130, -0.006], [0.045, 0.038, 0.091], [-0.138, 0.196, 0.027], [-0.172, 0.050, -0.181], [0.237, -0.131, -0.111], [-0.118, -0.007, 0.063], [0.120, 0.112, 0.076], [0.001, -0.008, -0.126], [0.003, -0.373, 0.035], [-0.095, -0.044, 0.123], [-0.031, 0.023, 0.112], [-0.116, 0.326, 0.077], [0.047, -0.083, 0.060], [0.124, -0.202, -0.013], [-0.010, 0.235, -0.097], [0.059, 0.260, -0.032], [-0.035, -0.162, 0.123], [0.060, -0.009, 0.108], [-0.140, -0.025, -0.035], [-0.195, 0.022, -0.191], [-0.120, -0.034, -0.018], [0.106, -0.114, 0.026], [-0.002, -0.117, 0.043], [0.000, 0.036, -0.093], [-0.052, -0.061, -0.018], [0.004, 0.022, 0.075], [-0.075, -0.016, -0.185], [0.013, 0.001, 0.090], [-0.072, -0.083, -0.107], [-0.007, 0.071, 0.063], [0.093, 0.048, 0.017], [0.019, 0.014, 0.023], [0.054, -0.012, 0.020], [0.006, -0.001, 0.028], [0.039, 0.005, 0.019], [0.016, 0.007, -0.009], [0.041, 0.018, 0.065], [-0.040, -0.003, -0.019], [-0.012, -0.039, -0.007], [-0.026, -0.032, 0.021], [-0.070, 0.083, 0.042], [0.071, 0.017, -0.028], [-0.053, 0.028, 0.026], [-0.030, 0.196, -0.033], [0.023, -0.125, 0.016], [0.072, 0.087, -0.031], [-0.036, -0.097, -0.063], [-0.034, -0.056, 0.088], [-0.004, -0.029, 0.016], [0.024, -0.026, 0.053], [0.010, -0.032, -0.002], [-0.003, -0.022, 0.033], [-0.015, -0.001, 0.022], [-0.002, -0.052, 0.006], [-0.006, 0.031, -0.033], [0.030, 0.020, -0.013], [0.036, -0.004, -0.033], [0.085, -0.014, -0.031], [0.013, 0.039, -0.072], [-0.113, 0.140, 0.061], [0.131, 0.037, -0.185], [-0.038, -0.165, 0.168], [-0.015, -0.048, -0.177], [0.020, -0.022, 0.101], [0.027, -0.074, 0.047], [0.009, -0.029, 0.043], [-0.074, -0.037, 0.059], [-0.028, -0.002, 0.009], [-0.093, 0.030, 0.214], [0.034, -0.010, -0.031], [-0.070, -0.068, 0.121], [0.007, 0.039, -0.016], [-0.021, 0.006, -0.032], [-0.040, 0.017, -0.008]],
  "mulliken_charge": [-0.9588, -0.1346, 0.2351, -0.3876, -0.3699, -0.5700, -0.8605, -0.0207, -0.8105, -0.3846, -0.9071, -0.7626, -0.7675, -0.5593, -0.6493, -0.2927, -0.3282, 0.7445, -1.0310, -0.5590, 0.3438, 0.3721, -0.4390, -0.1351, 0.4085, -0.4679, -0.1855, 0.0431, 0.3567, 0.3703, 0.3786, 0.2800, 0.4938, 0.3919, 0.4161, 0.3140, 0.5544, 0.2214, 0.3909, 0.3923, 0.2272, 0.5024, 0.4968, 0.2115, 0.4387, 0.2382, 0.2726, 0.4408, 0.3551, 0.3478, 0.0999, 0.3791, 0.3274, 0.3202, 0.2491, -0.6411, -0.3314, 1.0424, -0.6555, -0.3918, -0.6311, -0.3499, -0.6597, 0.3030, 0.3283, 0.2306, 0.3266, 0.2848, 0.3364, 0.2525, 0.3351, 0.2492, -0.6848, -0.3253, 1.0321, -0.5348, -0.3708, -0.6487, -0.3701, -0.3349, 0.2782, 0.3386, 0.2523, 0.3255, 0.2678, 0.2464, 0.2506, 0.0285, 0.2556, -0.3745, -0.3563, 0.9938, -0.6471, -0.4237, -0.4073, -0.3459, -0.6758, 0.3637, -0.0496, 0.2814, 0.2031, 0.2284, 0.3074, 0.2519, 0.3333, 0.2495],
  "charge": 0,
  "total_energy_ha": -3681.7456,
  "smiles": "CCC(=O)OCCB(CCCCCCCCOC(C)=O)N(C(=O)F)C(=O)F.COP(=O)(OC)OC.COP(=O)(OC)OC.COP(=O)(OC)OC"
}

***

(2)
{
  "formula": "C5H8N2",
  "method": "wB97M-V/def2-TZVPD",
  "symbols": ["H", "N", "C", "C", "N", "H", "C", "C", "C", "H", "H", "H", "H", "H", "H"],
  "xyz": [[-1.6487, 1.5571, -0.8245], [-1.6557, 1.2762, 0.1555], [-1.6180, 0.0108, 0.2107], [-1.8645, -0.8153, -0.9421], [-2.1693, -1.4054, -1.8909], [-1.6744, -0.5097, 1.1477], [1.0857, -1.0655, -0.6492], [0.8540, -0.3655, 0.4524], [1.2489, 1.0400, 0.7590], [1.6948, -0.6700, -1.4152], [0.7561, -2.0897, -0.7894], [0.8816, -1.0863, 1.2295], [1.3466, 1.6694, -0.1239], [0.5297, 1.4639, 1.4613], [2.2333, 0.9899, 1.2191]],
  "forces_ev_per_angstrom": [[-0.189, 0.259, 0.006], [0.285, -0.090, -0.035], [-1.328, 0.450, -0.004], [-0.340, -0.853, -1.584], [0.365, 0.513, 1.007], [0.227, -0.087, 0.482], [0.026, 0.000, -0.376], [1.949, -0.736, -0.290], [0.156, -0.379, 0.050], [-0.100, 0.707, -1.441], [0.362, -0.071, 0.403], [-1.500, -0.123, 1.670], [-0.221, -0.029, -0.063], [0.210, 0.231, -0.113], [0.098, 0.208, 0.290]],
  "mulliken_charge": [0.2492, -0.5539, -0.0270, 0.2850, -0.4001, 0.4214, -0.7785, -0.0075, -1.1210, 0.2583, 0.3078, 0.3693, 0.3095, 0.3181, 0.3697],
  "charge": 0,
  "total_energy_ha": -304.7236,
  "smiles": "[H]/N=C\\C#N.C=CC",
  "e_above_lowest_ev": 3.046
}

***

(3)
{
  "formula": "C4H7NO",
  "method": "wB97M-V/def2-TZVPD",
  "symbols": ["N", "C", "O", "C", "C", "C", "H", "H", "H", "H", "H", "H", "H"],
  "xyz": [[-1.0660, -0.4131, 1.6788], [-0.0844, 0.3069, 1.0467], [0.7838, 0.8724, 1.9229], [0.0157, 0.4800, -0.2842], [-0.5879, -0.2007, -1.4344], [0.9237, -0.0833, -1.3127], [-1.3013, -1.2726, 1.2009], [-0.9457, -0.5132, 2.6767], [1.2392, 1.5632, 1.4200], [-1.0571, -1.1818, -1.3504], [-1.0539, 0.4407, -2.1833], [1.4726, 0.5104, -2.0409], [1.4292, -1.0086, -1.0286]],
  "forces_ev_per_angstrom": [[0.012, 0.013, 0.040], [-0.141, -0.046, -0.267], [0.182, -0.020, -0.136], [-0.039, -0.171, 0.255], [-0.203, -0.149, -0.126], [0.249, 0.019, -0.156], [-0.124, 0.195, 0.119], [-0.074, 0.095, -0.098], [0.050, -0.141, 0.159], [0.169, 0.048, -0.013], [0.032, -0.142, 0.157], [-0.150, 0.060, 0.151], [0.037, 0.239, -0.086]],
  "mulliken_charge": [-0.4728, 0.4011, -0.4960, -0.1448, -0.5763, -0.4549, 0.2205, 0.2699, 0.3609, 0.2507, 0.2039, 0.2310, 0.2069],
  "charge": 0,
  "total_energy_ha": -286.5331,
  "smiles": "NC(O)=C1CC1",
  "e_above_lowest_ev": 2.681
}

***

(4)
{
  "formula": "C6H8O2",
  "method": "wB97M-V/def2-TZVPD",
  "symbols": ["C", "C", "O", "C", "O", "C", "C", "C", "H", "H", "H", "H", "H", "H", "H", "H"],
  "xyz": [[0.7866, -1.2256, 0.4902], [1.6736, -0.2619, 0.2519], [1.4472, 0.9925, 0.4925], [0.7606, 1.5584, -0.6000], [-0.5926, 1.7949, -0.2454], [-1.5987, 0.8239, -0.4735], [-1.5639, -0.4758, -0.0887], [-0.5815, -1.1532, 0.9392], [1.2930, -2.2222, 0.3105], [2.7275, -0.3957, -0.2905], [1.1675, 2.6363, -0.8923], [0.9044, 0.7063, -1.4444], [-2.3755, 1.2465, -1.1372], [-2.4469, -1.1767, -0.3512], [-1.0166, -2.2934, 1.0238], [-0.5847, -0.5544, 2.0150]],
  "forces_ev_per_angstrom": [[3.728, -2.032, -1.183], [2.608, -3.085, -0.921], [-0.647, 3.772, 0.275], [-0.039, 0.276, -1.752], [-0.637, -0.741, -0.481], [1.100, -0.760, -0.500], [-1.016, -0.075, 0.797], [-2.858, -0.442, 1.738], [-1.117, 0.924, 0.059], [-2.223, -0.489, 1.437], [-0.614, -2.467, 0.733], [-0.827, 2.498, 1.238], [0.358, -0.431, 0.617], [1.473, 1.642, 0.181], [1.158, 3.019, 0.369], [-0.448, -1.608, -2.607]],
  "mulliken_charge": [-0.1952, -0.2543, -0.3504, -0.3645, -0.3634, -0.2897, -0.1985, -0.2611, 0.2458, 0.3483, 0.2035, 0.4201, 0.3629, 0.2245, 0.2507, 0.2213],
  "charge": 0,
  "total_energy_ha": -383.7603,
  "smiles": "C1=C\\OCO/C=C\\C/1",
  "e_above_lowest_ev": 4.076
}

***

What did the second record say?
{
  "formula": "C5H8N2",
  "method": "wB97M-V/def2-TZVPD",
  "symbols": ["H", "N", "C", "C", "N", "H", "C", "C", "C", "H", "H", "H", "H", "H", "H"],
  "xyz": [[-1.6487, 1.5571, -0.8245], [-1.6557, 1.2762, 0.1555], [-1.6180, 0.0108, 0.2107], [-1.8645, -0.8153, -0.9421], [-2.1693, -1.4054, -1.8909], [-1.6744, -0.5097, 1.1477], [1.0857, -1.0655, -0.6492], [0.8540, -0.3655, 0.4524], [1.2489, 1.0400, 0.7590], [1.6948, -0.6700, -1.4152], [0.7561, -2.0897, -0.7894], [0.8816, -1.0863, 1.2295], [1.3466, 1.6694, -0.1239], [0.5297, 1.4639, 1.4613], [2.2333, 0.9899, 1.2191]],
  "forces_ev_per_angstrom": [[-0.189, 0.259, 0.006], [0.285, -0.090, -0.035], [-1.328, 0.450, -0.004], [-0.340, -0.853, -1.584], [0.365, 0.513, 1.007], [0.227, -0.087, 0.482], [0.026, 0.000, -0.376], [1.949, -0.736, -0.290], [0.156, -0.379, 0.050], [-0.100, 0.707, -1.441], [0.362, -0.071, 0.403], [-1.500, -0.123, 1.670], [-0.221, -0.029, -0.063], [0.210, 0.231, -0.113], [0.098, 0.208, 0.290]],
  "mulliken_charge": [0.2492, -0.5539, -0.0270, 0.2850, -0.4001, 0.4214, -0.7785, -0.0075, -1.1210, 0.2583, 0.3078, 0.3693, 0.3095, 0.3181, 0.3697],
  "charge": 0,
  "total_energy_ha": -304.7236,
  "smiles": "[H]/N=C\\C#N.C=CC",
  "e_above_lowest_ev": 3.046
}